[1]
Below is a gas-phase ion, C5H8IN2 (charge +1), with properties calculated with ωB97M-V with the def2-TZVPD basis set.

```
16
Properties=species:S:1:pos:R:3:forces:R:3
N -2.106 0.989 -2.562 0.74 -1.11 0.08
C -1.268 0.295 -1.921 0.66 -0.48 2.53
N -0.672 -0.153 -1.040 0.31 0.47 -0.15
C 0.388 -0.780 -0.385 2.17 -2.45 -0.09
C 1.682 -0.075 0.092 -0.46 -2.06 -0.01
C 0.836 -0.849 1.101 -0.25 2.03 -0.07
C 0.218 -0.112 2.303 -1.17 -0.09 -3.18
I -0.905 1.560 1.655 -0.35 0.74 0.27
H -1.919 1.857 -2.877 1.22 3.54 -1.21
H -2.983 0.691 -2.751 -3.28 -1.56 -0.67
H 0.602 -1.717 -0.993 -0.03 1.17 1.13
H 2.600 -0.543 -0.321 -0.75 0.47 0.51
H 1.729 0.943 0.351 -0.16 1.34 -0.45
H 1.322 -1.651 1.579 0.16 -1.96 -0.59
H 0.952 0.242 2.926 1.81 0.81 1.46
H -0.476 -0.698 2.841 -0.62 -0.85 0.45
```
Forces are in eV/Å.

The value obtained for the LUMO energy is -0.1354 hartree. As for the SMILES: [NH2+]=C=N[C@H]1C[C@H]1CI. Its charge is +1. The HOMO energy is -12.8 eV. For the energy above the lowest of the compared OMol25 structures with the same formula, charge and spin, the calculation gives 249.61 kJ/mol. The HOMO-LUMO gap comes out at 9.16 eV. Its spin multiplicity is 1.

=====

[2]
Below is a single C5H8IP molecule, with properties calculated with ωB97M-V with the def2-TZVPD basis set.

```
15
Properties=species:S:1:pos:R:3:forces:R:3
C -0.837 1.593 1.207 -0.28 0.40 0.05
C -0.210 0.534 0.426 5.84 -4.36 2.81
C 1.167 -0.474 1.080 -5.78 4.00 -2.75
P 1.459 -1.750 -0.062 -0.28 -0.42 -0.09
I 2.986 -0.694 -1.731 0.29 0.18 -0.26
C -0.133 -1.459 -0.994 0.14 -0.09 0.05
C -0.546 0.008 -0.896 -0.14 -0.12 -0.21
H -0.099 2.317 1.559 -0.03 0.02 -0.03
H -1.311 1.172 2.098 -0.03 0.02 -0.04
H -1.601 2.104 0.617 0.00 0.10 0.10
H 1.639 -0.182 1.993 0.23 0.09 0.28
H -0.883 -2.083 -0.498 0.07 0.03 0.03
H -0.043 -1.802 -2.027 0.05 0.03 0.09
H -1.607 0.133 -1.125 -0.04 0.06 -0.03
H 0.018 0.582 -1.648 -0.03 0.06 0.02
```
Forces are in eV/Å.

The value obtained for the LUMO energy (alpha / beta) is -0.0049 / -0.0309 hartree. As for the SMILES: CC1=CP(I)CC1. Its charge is 0. The HOMO energy (alpha / beta) is -8.0 / -7.8 eV. For the energy above the lowest of the compared OMol25 structures with the same formula, charge and spin, the calculation gives 190.34 kJ/mol. The HOMO-LUMO gap (alpha / beta) comes out at 7.83 / 6.96 eV. Its spin multiplicity is 1.

=====

[3]
Below is a molecular structure, C5H8LiLuO4, with properties calculated with ωB97M-V with the def2-TZVPD basis set.

```
19
Properties=species:S:1:pos:R:3:forces:R:3
C 1.906 -1.242 2.788 0.26 -0.26 0.01
C 2.053 0.274 2.855 1.52 0.40 0.51
O 1.839 0.905 1.672 -0.35 1.43 -0.65
Li 1.394 2.607 1.415 -0.11 -0.80 -0.28
H 2.179 -1.717 3.744 -0.11 0.16 -0.22
H 0.868 -1.519 2.546 0.35 0.17 0.04
H 2.568 -1.651 2.008 -0.27 0.14 0.20
H 3.185 0.560 3.147 -1.59 -0.98 0.43
H 1.380 0.658 3.658 0.45 -0.16 0.01
O 5.944 2.768 0.793 -0.30 0.31 -0.26
C 2.941 4.033 0.856 -0.36 -0.30 0.30
C 5.397 2.223 1.760 1.22 1.54 1.10
O 3.270 4.704 -0.122 1.50 0.77 -0.41
O 4.011 4.136 1.824 1.09 0.78 -0.43
C 4.343 2.962 2.530 -0.83 -0.88 -0.33
Lu 5.631 5.055 0.041 -2.21 -1.97 0.87
H 5.893 1.378 2.271 -0.51 -0.32 -0.69
H 4.719 3.208 3.535 -0.03 -0.15 -0.24
H 3.456 2.295 2.615 0.26 0.13 0.05
```
Forces are in eV/Å.

The value obtained for the LUMO energy (alpha / beta) is -0.1866 / -0.2246 hartree. Its charge is +1. The HOMO energy (alpha / beta) is -10.4 / -10.4 eV. For the energy above the lowest of the compared OMol25 structures with the same formula, charge and spin, the calculation gives 408.69 kJ/mol. The HOMO-LUMO gap (alpha / beta) comes out at 5.31 / 4.27 eV. Its spin multiplicity is 2.

=====

[4]
Below is a molecular structure, C5H8MgO4Tl, with properties calculated with ωB97M-V with the def2-TZVPD basis set.

```
19
Properties=species:S:1:pos:R:3:forces:R:3
C 0.766 2.102 2.294 -0.51 0.97 -1.33
C 0.625 0.734 1.674 0.71 -2.54 1.06
O 1.733 0.072 1.474 -0.76 0.79 -0.70
Tl 2.015 -2.146 0.611 0.33 -0.15 0.31
H -0.226 2.554 2.448 0.32 -0.06 -0.03
H 1.287 2.060 3.261 -0.12 -0.38 -0.36
H 1.343 2.743 1.608 -0.13 -0.06 0.38
H -0.251 0.593 0.365 0.44 0.52 -0.06
H -0.092 0.120 2.268 -0.41 0.33 -0.60
O -0.958 0.700 -2.209 0.85 -0.43 1.57
C 0.898 -1.920 -1.741 0.32 0.79 -0.74
C -1.205 0.225 -1.033 -1.94 0.71 -1.02
O 1.474 -1.614 -2.790 -0.25 -0.27 0.71
O -0.509 -1.847 -1.980 -0.67 -0.20 -0.21
C -1.313 -1.287 -0.955 1.17 -0.43 1.11
Mg -0.210 -0.539 -3.711 0.06 0.08 0.21
H -2.061 0.706 -0.519 0.64 0.11 0.19
H -2.352 -1.611 -1.102 0.25 0.20 -0.10
H -0.963 -1.644 0.036 -0.30 0.03 -0.42
```
Forces are in eV/Å.

The value obtained for the LUMO energy (alpha / beta) is -0.0235 / -0.0236 hartree. Its charge is 0. The HOMO energy (alpha / beta) is -5.7 / -8.6 eV. For the energy above the lowest of the compared OMol25 structures with the same formula, charge and spin, the calculation gives 49.70 kJ/mol. The HOMO-LUMO gap (alpha / beta) comes out at 5.04 / 7.95 eV. Its spin multiplicity is 2.

=====

[5]
Below is 2 unconnected molecules or ions with the total composition C5H8N, with properties calculated with ωB97M-V with the def2-TZVPD basis set.

```
14
Properties=species:S:1:pos:R:3:forces:R:3
C 1.900 -0.132 2.442 -2.47 0.37 -0.70
C 0.700 -0.355 2.528 2.47 -0.05 0.75
C -1.599 0.759 -1.649 -0.42 -1.25 -2.57
C -0.791 -0.366 -1.008 -0.53 0.98 -0.10
C 0.672 -0.346 -0.964 -0.27 -4.64 -0.68
N -1.606 0.778 -0.423 0.60 0.34 1.66
H 2.798 0.330 2.104 0.41 -0.25 0.25
H -2.040 1.276 -2.550 0.71 -0.39 1.21
H -0.186 -0.714 2.987 -0.45 -0.05 -0.17
H -1.174 -1.347 -0.824 -1.08 -0.18 -0.12
H 1.004 -1.170 -1.723 -0.47 1.42 1.28
H 1.055 -0.648 0.007 -0.06 0.09 0.06
H 1.043 0.523 -1.275 1.81 3.63 -1.10
H -1.777 1.413 0.349 -0.26 -0.02 0.23
```
Forces are in eV/Å.

The value obtained for the LUMO energy is -0.1901 hartree. Its charge is +1. The HOMO energy is -14.0 eV. For the energy above the lowest of the compared OMol25 structures with the same formula, charge and spin, the calculation gives 554.25 kJ/mol. The HOMO-LUMO gap comes out at 8.81 eV. Its spin multiplicity is 1.

=====

[6]
Below is a gas-phase ion, C5H8N (charge +1), with properties calculated with ωB97M-V with the def2-TZVPD basis set.

```
14
Properties=species:S:1:pos:R:3:forces:R:3
C -1.653 0.483 1.334 1.25 -0.98 -1.44
C -2.263 1.396 1.960 -1.00 2.69 2.57
C 0.262 -0.103 -0.288 -0.75 0.72 -1.24
C 0.925 -1.387 -0.938 -2.14 1.26 1.46
C 2.079 -0.925 -1.685 2.18 -3.00 2.80
N -1.001 -0.329 0.622 0.47 1.39 -0.92
H -3.191 1.900 1.600 0.89 -0.57 -0.31
H -1.960 1.878 2.975 -0.28 -1.54 -1.67
H 0.877 0.248 0.514 1.34 0.60 -0.09
H -0.032 0.759 -1.043 0.80 -1.75 1.46
H 3.071 -1.548 -1.437 -2.38 0.43 -0.73
H 2.397 -0.008 -1.375 0.68 3.26 -0.33
H 1.817 -1.142 -2.675 -0.09 -0.01 -1.98
H -1.328 -1.223 0.437 -0.96 -2.50 0.41
```
Forces are in eV/Å.

The value obtained for the LUMO energy is -0.1751 hartree. Its charge is +1. The HOMO energy is -13.1 eV. For the energy above the lowest of the compared OMol25 structures with the same formula, charge and spin, the calculation gives 652.24 kJ/mol. The HOMO-LUMO gap comes out at 8.34 eV. Its spin multiplicity is 1.

=====

Listing max |F| for the structures above in their given order: 3.93, 7.81, 3.09, 2.84, 4.70, 4.65 eV/A.